326
Properties=species:S:1:pos:R:3:forces:R:3 method="wB97M-V/def2-TZVPD" e_tot_ev=-210335.130 lumo_ev=-9.2 charge=+6
C -1.9152 4.4258 5.5630 1.2 -0.6 -0.1
C -0.3172 4.4410 5.3669 -1.2 1.3 -0.2
N 0.1746 4.0501 3.9613 -0.6 -1.9 0.3
C 0.0334 2.4930 3.8742 0.0 0.3 -0.8
C -0.7419 4.6486 2.8395 1.3 0.7 0.7
C -0.1118 4.6891 1.4256 -1.5 -0.3 1.4
C 1.6285 4.5158 3.7438 -0.2 -0.8 -0.3
C 2.6543 4.1919 4.8411 0.0 -1.0 0.3
O 2.4592 2.8591 5.3794 0.2 -0.1 0.1
C 3.6146 2.1957 5.9788 -0.6 0.7 -0.8
H -2.2486 3.3886 5.5971 0.0 -0.1 -0.2
H -2.5247 4.9489 4.8262 0.5 0.0 -0.3
H -2.2782 4.8394 6.5039 0.8 0.2 0.2
H 0.2016 3.8472 6.1195 -0.2 -0.5 -0.4
H 0.1244 5.4267 5.5130 -0.5 0.3 0.0
H -0.9505 2.2549 3.4702 -0.2 0.3 0.4
H 0.2242 1.9807 4.8172 0.0 0.6 0.0
H 0.6690 2.0264 3.1216 0.4 0.6 0.0
H -0.8863 5.6887 3.1319 0.1 0.1 0.2
H -1.7385 4.2128 2.9101 0.4 -0.6 0.0
H 0.5431 5.5600 1.3975 0.3 -0.5 -0.5
H -1.0258 4.8706 0.8602 0.3 0.2 -0.7
H 0.2840 3.7216 1.1167 0.3 0.3 -0.1
H 1.6033 5.5891 3.5559 -0.1 0.0 0.3
H 1.9560 4.0677 2.8057 -0.1 -0.1 0.0
H 2.6187 4.9543 5.6193 0.1 -0.1 0.2
H 3.6369 4.1642 4.3700 0.0 0.6 -0.2
H 3.7148 2.4415 7.0360 0.0 0.0 -0.1
H 4.5354 2.4176 5.4394 0.1 0.5 0.0
H 3.4837 1.1231 5.8361 -0.4 0.0 0.2
C 2.5926 9.2725 -0.7616 -1.9 0.2 -0.8
C 2.6363 7.8327 -1.3395 0.6 0.0 0.7
N 1.5096 7.3277 -2.2612 -0.4 1.1 0.5
C 0.1762 7.3377 -1.4333 1.5 -0.4 -1.2
C 1.3825 8.3658 -3.4538 1.7 -0.8 0.4
C 0.6651 7.8715 -4.6553 -2.6 -0.3 -0.4
C 1.7003 5.8199 -2.6709 0.4 0.9 -0.2
C 3.1042 5.4331 -3.1927 0.1 1.2 0.9
O 3.6173 6.3475 -4.1000 0.2 1.1 -2.3
C 4.6642 5.7986 -4.9364 -0.4 -0.9 1.3
H 3.3181 9.5900 -0.0126 0.5 -0.9 -0.2
H 1.6334 9.4150 -0.2636 -0.1 0.1 0.1
H 2.6110 10.0309 -1.5442 0.2 0.0 -0.1
H 2.5717 7.1487 -0.4933 0.5 -0.3 -0.1
H 3.5840 7.7645 -1.8737 -0.2 -0.6 -0.1
H 0.0180 8.2991 -0.9446 0.0 0.0 -0.5
H 0.3088 6.5610 -0.6800 -0.2 0.1 -0.2
H -0.5620 7.0486 -2.1813 -0.3 0.1 0.5
H 2.3992 8.5927 -3.7745 0.2 -0.1 0.5
H 0.9811 9.2670 -2.9905 -0.3 -0.2 -0.2
H 0.3704 8.6525 -5.3563 0.7 0.5 0.1
H -0.3375 7.5678 -4.3542 -0.2 -0.4 0.1
H 1.0221 7.0498 -5.2761 0.8 0.1 0.5
H 0.8562 5.6103 -3.3279 0.1 0.0 -0.2
H 1.5721 5.2219 -1.7686 -0.1 0.3 0.2
H 3.1150 4.4475 -3.6582 -0.4 -0.4 0.4
H 3.7734 5.5159 -2.3363 0.1 -1.0 0.4
H 5.4221 5.3815 -4.2733 0.6 0.5 0.1
H 5.0906 6.4856 -5.6674 -0.4 0.3 0.4
H 4.3080 4.8924 -5.4263 -0.5 0.1 -0.5
C 6.1341 -4.4238 5.3108 -0.8 -0.1 0.5
C 4.6563 -4.5132 5.8088 2.1 0.5 -0.4
N 4.3789 -3.4994 6.9057 -1.8 -1.3 0.5
C 2.9984 -4.0170 7.4499 0.6 1.0 -1.1
C 5.3852 -3.6786 8.0568 0.2 0.3 1.4
C 5.0597 -2.8779 9.3770 -0.5 -0.3 -1.4
C 4.2480 -2.0801 6.3628 0.7 -0.2 0.7
C 3.1128 -1.7510 5.4019 -1.9 -0.9 -1.0
O 2.9610 -2.5803 4.2529 2.8 -1.0 0.0
C 1.7711 -2.4367 3.5479 -1.7 0.3 1.8
H 6.5560 -3.4188 5.2976 -0.3 0.1 -0.4
H 6.1411 -4.8906 4.3259 0.4 0.1 0.0
H 6.7847 -4.9741 5.9905 0.0 -0.2 -0.2
H 4.5758 -5.5220 6.2137 -0.5 0.2 0.2
H 3.9405 -4.3223 5.0092 0.1 -0.1 0.2
H 3.1645 -5.0348 7.8027 -0.2 0.3 0.3
H 2.3401 -4.0185 6.5812 0.1 -0.3 0.0
H 2.5389 -3.3176 8.1484 0.5 -0.2 0.3
H 6.4216 -3.4786 7.7849 -0.3 0.5 -0.6
H 5.3918 -4.7536 8.2374 -0.3 0.0 0.1
H 4.0509 -3.0979 9.7261 0.0 0.1 0.0
H 5.1489 -1.8130 9.1622 0.0 0.0 0.2
H 5.7076 -3.1099 10.2223 0.3 -0.2 -0.4
H 5.2442 -1.8068 6.0148 -0.1 0.0 -0.2
H 4.0697 -1.5299 7.2867 0.0 0.5 -0.2
H 3.0512 -0.7443 4.9885 0.9 0.5 0.7
H 2.1618 -1.8526 5.9247 -0.2 0.1 0.6
H 1.5838 -1.4034 3.2559 0.2 0.0 -0.9
H 1.0113 -2.5971 4.3129 -0.8 0.0 0.0
H 1.5766 -3.2363 2.8331 0.7 0.4 -0.4
C -4.5145 -3.9098 7.3412 0.3 0.2 0.6
C -3.7437 -2.5720 7.6346 -0.2 -1.6 -0.5
N -2.1746 -2.6607 7.8311 -1.4 -0.1 0.7
C -1.7183 -1.2145 8.0167 0.1 -1.2 -0.5
C -1.9396 -3.4607 9.1598 1.5 1.2 0.4
C -0.4873 -3.2321 9.7356 -0.4 -1.2 -0.3
C -1.4669 -3.3777 6.6479 -0.8 0.5 0.8
C -1.7407 -2.8337 5.2679 -0.4 0.2 -0.8
O -1.2999 -1.4789 5.0812 0.3 0.0 1.4
C -1.9190 -0.7996 4.0096 0.0 -1.2 -0.8
H -5.5728 -3.6798 7.2183 0.0 0.4 0.1
H -4.5112 -4.6015 8.1836 0.3 0.1 0.1
H -4.2783 -4.4947 6.4523 0.6 0.3 -0.1
H -4.1286 -2.1613 8.5680 0.2 0.1 0.0
H -4.0039 -1.8818 6.8321 0.7 0.2 0.0
H -2.0962 -0.7768 8.9407 -0.1 -0.3 0.0
H -2.1015 -0.6944 7.1388 0.4 0.1 0.2
H -0.6319 -1.2990 8.0424 -0.1 0.6 -0.2
H -2.1486 -4.5263 9.0655 0.2 0.1 -0.7
H -2.6607 -3.1205 9.9030 -0.1 0.4 -0.3
H -0.1328 -2.2260 9.9596 -0.5 0.1 -0.1
H 0.2646 -3.7391 9.1308 0.0 0.2 -0.5
H -0.3938 -3.8045 10.6585 -0.4 0.1 0.2
H -1.8599 -4.3888 6.7535 0.2 -0.2 -0.5
H -0.3874 -3.3922 6.7977 -0.1 0.2 0.5
H -2.7802 -2.9602 4.9656 -0.4 0.3 0.3
H -1.2509 -3.5106 4.5678 0.4 -0.1 -0.1
H -2.9811 -1.0433 4.0368 -0.2 0.2 -0.3
H -1.4650 -1.1849 3.0967 -0.3 0.0 -0.4
H -1.7834 0.2816 3.9795 0.2 -0.1 0.8
C 4.8201 -8.5055 -0.8032 -0.2 1.0 -0.5
C 3.5969 -7.8994 -1.6019 0.5 0.4 0.8
N 3.6967 -6.3582 -2.0520 1.9 -1.0 1.2
C 4.9876 -6.3070 -2.9421 -1.8 -0.5 0.8
C 2.4462 -6.0566 -2.8344 0.1 0.1 -0.8
C 2.1971 -4.5899 -3.2882 0.1 0.1 1.1
C 3.9408 -5.4294 -0.8370 0.1 0.2 -0.1
C 3.0689 -5.6276 0.4090 0.2 0.6 -1.2
O 1.8165 -5.1336 0.0206 -0.6 -0.2 0.6
C 0.7176 -5.8944 0.5128 -1.1 -0.4 -0.2
H 4.4877 -9.1957 -0.0278 -0.2 -0.1 -0.3
H 5.4702 -7.7906 -0.2987 -0.3 0.4 0.2
H 5.5178 -8.9982 -1.4804 -0.3 -0.3 -0.1
H 2.6522 -7.9428 -1.0599 0.2 0.0 0.2
H 3.4760 -8.5523 -2.4664 -0.1 0.6 -0.4
H 5.0607 -5.3755 -3.5033 0.0 0.0 0.3
H 4.8031 -7.1523 -3.6052 0.6 0.2 -0.2
H 5.8108 -6.4860 -2.2504 0.0 0.1 -0.5
H 1.6249 -6.4346 -2.2256 0.0 0.2 -0.2
H 2.6169 -6.7188 -3.6832 -0.6 0.1 -0.2
H 3.0896 -4.0544 -3.6119 0.2 -0.2 -0.1
H 1.7694 -4.0241 -2.4604 0.2 0.0 0.3
H 1.4441 -4.4387 -4.0617 0.1 -0.8 -0.3
H 3.7369 -4.4467 -1.2623 0.1 0.1 0.2
H 4.9889 -5.4803 -0.5422 0.0 -0.2 -0.3
H 3.3466 -5.0066 1.2607 1.0 0.1 0.0
H 3.2012 -6.6590 0.7357 -0.9 -0.3 0.0
H 0.3896 -6.4565 -0.3616 -0.2 -0.9 0.6
H -0.1842 -5.3899 0.8598 0.3 1.2 -0.5
H 0.9241 -6.4388 1.4343 0.6 -0.7 -0.4
C -0.3243 -0.8498 -4.9089 0.5 0.9 1.2
C 0.3664 0.4413 -4.4000 1.2 0.8 -1.2
N 1.9355 0.4881 -4.5100 0.7 0.3 1.5
C 2.5784 1.5946 -3.6024 -1.8 -0.9 -0.2
C 2.4953 -0.8328 -3.8475 0.5 -0.1 -1.8
C 4.0489 -1.0872 -3.9613 -0.4 1.0 -0.5
C 2.3902 0.6922 -5.9645 0.0 -1.1 0.5
C 1.8326 1.8285 -6.7885 -0.3 0.5 -0.2
O 1.9368 3.0372 -6.1210 1.1 0.1 0.7
C 1.7339 4.2346 -6.8646 -1.6 0.6 0.6
H -0.0546 -1.6427 -4.2112 -0.5 -0.3 -0.2
H -0.1427 -1.1517 -5.9404 0.3 0.3 0.1
H -1.3837 -0.6106 -4.8168 -0.1 -0.3 0.1
H 0.1312 0.7486 -3.3810 0.0 -0.6 0.0
H 0.0906 1.2955 -5.0184 -0.2 0.0 0.0
H 3.5589 1.7934 -4.0351 -0.2 0.3 0.5
H 2.5420 1.1636 -2.6019 0.7 -0.1 0.0
H 1.8924 2.4336 -3.4858 0.3 0.3 -0.8
H 1.9661 -1.6132 -4.3942 0.3 -0.2 0.0
H 2.0953 -0.8740 -2.8344 0.2 0.4 0.0
H 4.7002 -0.2237 -3.8254 -0.4 0.4 0.8
H 4.3928 -1.3310 -4.9665 -0.6 -0.6 -0.2
H 4.4076 -1.8559 -3.2768 -0.4 0.0 0.0
H 2.0576 -0.2409 -6.4192 0.4 0.0 -0.4
H 3.4771 0.7750 -5.9725 0.0 -0.3 0.3
H 0.7965 1.6215 -7.0564 -0.3 0.0 -0.2
H 2.4006 1.9178 -7.7145 0.1 -0.7 -0.2
H 1.3226 4.8466 -6.0619 -0.2 0.5 -0.5
H 0.9852 4.0865 -7.6429 -0.3 -0.1 0.1
H 2.5222 4.8161 -7.3426 0.9 -0.9 0.3
C 6.0897 -2.1308 2.5042 -0.2 0.1 -2.2
C 6.3583 -1.1742 1.2749 0.0 0.8 1.6
N 5.1011 -0.4126 0.7332 1.4 -0.7 0.5
C 4.2205 -1.3637 -0.1500 0.6 1.5 1.5
C 4.3770 0.1602 1.9448 -1.2 0.7 0.0
C 3.1044 1.0025 1.6959 0.1 0.1 -0.9
C 5.6665 0.7688 -0.0825 0.7 0.0 -1.1
C 6.7222 0.4950 -1.2442 -0.8 -0.3 0.7
O 6.6374 1.5548 -2.1571 -0.5 -0.3 0.3
C 7.3473 1.2204 -3.3272 0.0 0.4 -1.1
H 5.2142 -2.6861 2.1676 0.0 -0.7 0.7
H 5.8956 -1.6752 3.4753 -0.1 0.5 -0.4
H 6.9690 -2.7602 2.6409 -0.2 -0.2 -0.3
H 6.8872 -1.5529 0.4002 -0.4 -0.7 0.2
H 7.0630 -0.4483 1.6806 -0.3 0.6 -0.3
H 3.6294 -2.0707 0.4321 0.4 0.1 0.5
H 4.9251 -1.9035 -0.7827 -0.4 0.4 -0.4
H 3.4865 -0.6718 -0.5632 0.3 -0.3 -0.7
H 5.0569 0.8271 2.4750 0.4 -0.1 -0.3
H 4.1211 -0.6374 2.6422 0.1 -0.3 -0.4
H 2.2512 0.5238 1.2152 0.0 -0.7 0.4
H 3.2378 1.8718 1.0521 0.6 0.2 0.2
H 2.8001 1.4246 2.6537 0.0 -0.2 0.1
H 6.1622 1.4635 0.5956 -0.4 0.0 0.3
H 4.8230 1.2682 -0.5591 0.0 0.0 0.1
H 6.5079 -0.4280 -1.7830 -0.3 -0.4 0.0
H 7.7557 0.3922 -0.9134 0.0 0.1 0.6
H 8.4126 1.4492 -3.2958 0.1 -0.1 0.4
H 6.9455 1.7912 -4.1643 -0.1 0.3 0.2
H 7.1993 0.1748 -3.5972 0.1 -0.3 0.1
C -6.0346 5.6361 -1.6516 -0.9 -0.1 -1.0
C -5.1057 6.1230 -0.5650 -0.2 -0.5 -0.6
N -5.0907 5.1724 0.6830 0.6 1.6 -0.4
C -3.9966 5.8259 1.5783 0.1 -1.0 -1.3
C -6.4636 5.1829 1.3894 0.8 -0.3 -0.4
C -7.2171 6.5260 1.4658 0.1 -1.1 0.2
C -4.6534 3.7785 0.1884 0.6 0.2 0.8
C -4.8392 2.6697 1.2445 -1.2 -0.1 -0.6
O -4.4962 3.0922 2.5151 -0.2 0.3 2.2
C -4.7070 2.0424 3.5195 1.2 0.2 -1.0
H -5.7348 4.7532 -2.2162 0.3 -0.2 0.4
H -6.1723 6.3405 -2.4720 0.6 0.6 0.2
H -7.0820 5.5513 -1.3623 0.0 -0.4 0.6
H -5.3958 7.1481 -0.3346 -0.1 -0.3 0.9
H -4.0786 6.2012 -0.9216 0.0 -0.5 0.0
H -3.1777 5.8923 0.8620 0.1 0.6 0.1
H -3.5990 5.1607 2.3447 -0.9 0.0 0.2
H -4.3306 6.8026 1.9285 0.0 -0.3 0.0
H -6.1985 4.8323 2.3868 -0.3 0.2 0.1
H -7.0084 4.3566 0.9329 -0.3 0.4 -0.2
H -7.6180 6.9768 0.5580 0.5 -0.2 -0.2
H -6.6288 7.2402 2.0420 -0.3 0.1 0.0
H -8.1099 6.2128 2.0070 0.0 0.5 0.4
H -3.6103 3.8274 -0.1240 0.2 0.5 0.2
H -5.1507 3.5924 -0.7635 -0.4 -0.2 0.5
H -4.3054 1.7476 1.0142 0.4 0.0 -0.6
H -5.8862 2.3671 1.2621 -0.4 0.0 -0.1
H -5.7203 1.6695 3.6688 -0.2 0.2 -0.7
H -4.3614 2.3255 4.5137 0.2 0.6 -0.3
H -4.0291 1.2797 3.1363 -0.3 -0.7 0.4
C -2.6070 -0.8276 -8.9076 0.0 0.7 -1.9
C -2.6493 -1.9336 -7.9311 -1.0 -1.3 0.9
N -3.5833 -3.1547 -8.3250 -1.6 1.3 -1.1
C -5.0920 -2.6616 -8.3108 1.1 -0.1 0.2
C -3.2513 -3.6786 -9.7763 1.3 -0.9 1.1
C -1.7300 -3.9732 -9.9505 -1.0 0.9 -1.0
C -3.4260 -4.3132 -7.3500 0.6 0.1 -0.5
C -3.8115 -4.1144 -5.9000 0.6 -0.4 1.1
O -2.9628 -3.2039 -5.1912 -0.8 1.1 -1.6
C -2.9952 -3.2279 -3.7856 0.3 -0.6 0.6
H -2.2071 -1.1339 -9.8743 -0.2 -0.1 -0.1
H -1.9827 0.0362 -8.6790 0.3 -0.3 0.8
H -3.5735 -0.3560 -9.0852 -0.2 -0.3 0.0
H -3.0979 -1.5575 -7.0116 0.2 -0.4 0.2
H -1.6942 -2.4088 -7.7071 0.0 0.2 -0.1
H -5.7956 -3.4416 -8.6017 0.5 -0.3 0.0
H -5.2670 -1.8142 -8.9737 0.6 -0.2 -0.2
H -5.3269 -2.3233 -7.3017 0.2 -0.2 0.0
H -3.6113 -3.0187 -10.5657 0.0 0.4 0.5
H -3.7480 -4.6325 -9.9537 -0.5 0.1 0.6
H -1.6895 -4.4417 -10.9339 0.2 -0.2 0.0
H -1.2178 -4.6460 -9.2626 -0.4 0.2 0.2
H -1.2206 -3.0197 -10.0896 0.4 -0.2 0.3
H -2.3895 -4.6362 -7.4473 0.0 0.1 0.1
H -4.0391 -5.1120 -7.7674 -0.1 0.0 0.1
H -3.6510 -5.0437 -5.3535 -0.2 -0.7 -0.6
H -4.8905 -3.9704 -5.8448 -0.1 0.8 0.4
H -2.5642 -4.1721 -3.4526 0.1 -0.1 0.3
H -3.9666 -3.1438 -3.2984 -0.4 0.0 -0.4
H -2.3811 -2.4077 -3.4137 0.0 -0.1 -0.1
C -4.1169 0.9590 -3.9744 -0.1 0.7 0.1
C -5.0446 -0.2354 -3.9059 0.8 0.2 0.8
N -6.4021 0.1053 -3.3279 -0.6 1.7 -1.9
C -7.0899 1.2006 -4.2427 0.5 -0.7 1.4
C -7.2452 -1.2098 -3.5237 -1.1 0.9 2.2
C -8.7037 -1.1327 -2.8853 1.2 0.0 -1.3
C -6.4276 0.7119 -1.9031 -0.6 -3.0 0.2
C -6.0748 -0.4501 -0.8516 0.1 2.4 0.2
O -4.6875 -0.8118 -0.9316 -1.3 -0.5 -0.1
C -4.2086 -1.4256 0.2783 0.2 -0.7 -0.1
H -4.4572 1.6684 -4.7288 -0.1 0.3 0.3
H -3.0810 0.7957 -4.2717 -0.1 -0.8 0.0
H -4.0213 1.4365 -2.9993 -0.1 0.2 -0.1
H -4.6789 -0.9845 -3.2036 0.2 -0.1 -0.3
H -5.1738 -0.6511 -4.9052 -0.3 -0.2 0.1
H -6.5999 2.1727 -4.1880 0.8 -0.4 -0.2
H -8.0277 1.4657 -3.7545 -0.4 -0.8 -0.6
H -7.1153 0.7591 -5.2389 -0.4 0.4 0.1
H -6.7431 -2.0063 -2.9745 0.4 0.2 -0.1
H -7.1964 -1.4453 -4.5868 -0.3 0.3 0.1
H -9.1420 -2.1215 -3.0201 0.0 0.0 0.1
H -9.3532 -0.4252 -3.4007 0.1 0.0 0.0
H -8.6884 -0.9024 -1.8200 0.1 -0.1 -0.2
H -7.4708 1.0278 -1.9058 -0.2 -0.5 1.0
H -5.9285 1.6593 -1.6994 0.9 -0.4 -0.9
H -6.8462 -1.2195 -0.8192 0.5 -0.7 -0.8
H -6.2735 -0.0018 0.1218 0.2 0.4 0.3
H -3.3265 -2.0395 0.0959 0.3 0.6 -0.5
H -4.8568 -2.2082 0.6727 -0.8 0.4 0.1
H -3.9668 -0.6552 1.0106 -0.1 -0.1 0.1
N -1.7834 -7.8222 2.9816 0.8 -2.4 5.5
S -2.5314 -7.5682 4.4531 0.5 -3.2 4.1
O -3.9700 -7.6252 4.5727 1.9 0.7 -0.7
O -1.7780 -6.5949 5.2216 -0.7 -0.1 -0.6
F -2.1239 -8.9681 5.1733 0.1 1.3 -1.1
S -2.4954 -6.7633 2.2670 -4.9 4.5 -9.7
O -2.1157 -5.3440 2.3587 0.2 -1.6 0.8
O -3.8833 -7.0142 1.8918 1.1 0.9 1.8
F -1.9184 -7.1794 0.7898 1.3 0.5 0.2
N 0.5448 -0.1438 -0.9841 -1.4 5.4 -0.1
S -0.7763 0.7202 -0.3296 0.0 4.2 -0.9
O -0.4654 1.2954 0.9342 0.0 -1.1 1.2
O -2.1431 0.3622 -0.6268 2.0 -0.3 0.0
F -0.4943 2.0191 -1.1858 -0.2 -0.4 -1.1
S 0.1228 -1.4578 -0.4803 -0.7 -9.0 2.5
O -0.8628 -2.1406 -1.2652 0.4 0.0 -0.4
O -0.0380 -1.6653 0.9505 0.4 0.9 -1.0
F 1.5141 -2.2489 -0.7779 -0.3 0.3 -0.2
N 4.3225 4.4372 0.5623 1.8 1.0 0.6
O 4.5564 3.9224 1.6507 0.7 -1.8 2.1
O 3.1794 4.7127 0.3034 -4.2 0.6 -1.3
O 5.2254 4.7705 -0.1801 1.2 -0.1 -1.3
N -2.2259 4.6574 -2.9568 -0.3 0.3 -0.3
O -1.4641 5.0193 -3.8595 0.1 -0.4 -0.6
O -1.9690 4.9785 -1.7973 0.5 0.5 2.1
O -3.2716 4.0197 -3.1619 -0.4 -0.6 -0.7